Formula: C18H19ClF3N3O3STa
Source: the OMol25 dataset
Level of theory: ωB97M-V with the def2-TZVPD basis set

* HOMO: -17.612 eV
* molecular weight: 630.83 g mol⁻¹
* frontier orbital gap: 5.85 eV
* LUMO: -11.8 eV
* energy: -62624.7284 eV
* net charge: +3

Geometry as XYZ:
```
49
Properties=species:S:1:pos:R:3:lowdin_charge:R:1
Ta 0.0121 1.2444 -0.6198 1.7851
Cl -5.2545 -0.5362 -5.4544 0.8358
C -3.8672 -0.2313 -4.5249 -0.6279
C -2.6474 -0.8422 -4.8488 0.0119
C -1.4974 -0.6076 -4.1091 0.0570
C -1.5382 0.2327 -3.0150 -0.2452
O -0.4508 0.4975 -2.2596 -0.2126
C -2.7722 0.8586 -2.6601 -0.1137
C -2.8646 1.7174 -1.5456 -0.0356
O -1.9068 1.9748 -0.7384 -0.1613
C -3.9205 0.6217 -3.4363 0.0212
H -2.6075 -1.5084 -5.7015 0.1417
H -0.5650 -1.0866 -4.3805 0.1453
H -3.8251 2.1939 -1.3417 0.1725
H -4.8552 1.1058 -3.1774 0.1440
F -0.6853 -2.0197 3.4612 0.1564
C -1.5439 -1.0242 3.7262 -0.6110
F -1.8743 -1.0572 5.0006 0.2090
F -2.6449 -1.2242 2.9771 0.1506
C -0.9273 0.3128 3.3446 -0.0714
C -0.7402 1.3323 4.2677 0.0958
C -0.2157 2.5509 3.8426 0.0255
C 0.0734 2.7261 2.5093 -0.0644
N -0.0898 1.7364 1.6095 -0.1143
C -0.5614 0.5374 2.0275 -0.6010
S -0.6246 -0.6669 0.7382 0.8359
H -1.0044 1.1698 5.3053 0.1555
H -0.0521 3.3555 4.5452 0.1405
H 0.4329 3.6772 2.1389 0.1312
C 5.4166 0.6881 -1.0422 0.0195
N 3.9677 0.4680 -1.0809 -0.0773
C 3.5456 -0.9243 -0.8787 0.0288
C 3.1016 1.4452 -1.1868 -0.3442
O 1.8415 1.2262 -0.7481 -0.2192
N 3.3654 2.6540 -1.6605 -0.0943
C 4.3817 2.9116 -2.6915 0.0156
C 2.4626 3.7690 -1.3700 -0.0001
H 5.8142 0.1415 -0.1872 0.1209
H 5.6489 1.7404 -0.9136 0.0999
H 5.9009 0.3053 -1.9401 0.1204
H 4.1334 -1.5617 -1.5370 0.1200
H 2.4949 -1.0565 -1.1109 0.0814
H 3.7281 -1.2351 0.1504 0.1196
H 4.7947 1.9830 -3.0725 0.0991
H 5.1843 3.5367 -2.3021 0.1192
H 3.9033 3.4357 -3.5189 0.1174
H 2.0707 3.6925 -0.3549 0.0863
H 1.6490 3.8338 -2.1033 0.1079
H 3.0296 4.6957 -1.4243 0.1221
```



Formula: C3H3NOS
Source: the OMol25 dataset
Level of theory: ωB97M-V with the def2-TZVPD basis set

* HOMO: -9.801 eV
* molecular weight: 101.13 g mol⁻¹
* SMILES: N#CC=C=O.S
* frontier orbital gap: 9.90 eV
* LUMO: 0.1 eV
* energy: -17530.7925 eV
* relative energy (zero: lowest compared OMol25 entry of this formula, charge and spin): 26.5 kcal/mol
* net charge: 0

Geometry as XYZ:
```
9
Properties=species:S:1:pos:R:3:lowdin_charge:R:1
C -1.5337 -1.0669 0.0420 -0.2676
C -1.1269 1.2526 0.1031 -0.1606
C -1.0978 0.0956 0.7019 -0.1103
N -1.8726 -2.0300 -0.4787 0.1503
O -1.1711 2.2642 -0.4538 0.2302
S 2.4871 -0.5504 -0.0589 0.4871
H 3.2476 0.4888 -0.3806 -0.2302
H -0.7001 -0.0275 1.6971 0.1221
H 1.7676 -0.4264 -1.1720 -0.2210
```



Formula: C6H10NOS
Source: the OMol25 dataset
Level of theory: ωB97M-V with the def2-TZVPD basis set

* HOMO (alpha / beta): -10.771 / -14.375 eV
* molecular weight: 144.22 g mol⁻¹
* frontier orbital gap (alpha / beta): 7.36 / 6.31 eV
* LUMO (alpha / beta): -3.4 / -8.1 eV
* energy: -20743.4397 eV
* multiplicity: 3
* relative energy (zero: lowest compared OMol25 entry of this formula, charge and spin): 31.3 kcal/mol
* net charge: +1

Geometry as XYZ:
```
19
Properties=species:S:1:pos:R:3:lowdin_charge:R:1
C 1.7883 0.9019 1.0495 -0.0814
C 2.8029 1.3557 1.8187 -0.2416
C 2.2421 -1.0078 2.1602 -0.3359
C -0.0099 -0.0878 -1.5156 -0.0491
C -1.8764 -0.6936 0.1376 -0.0153
C -0.4924 -0.0212 -0.1088 -0.3789
N 1.4168 -0.3969 1.3168 -0.1235
O 0.2929 -0.9146 0.7336 0.0125
S 3.4479 0.0358 2.7947 1.0339
H 1.2749 1.3351 0.1840 0.1366
H 3.2560 2.3069 1.4896 0.1244
H 2.0825 -2.0858 2.4064 0.1367
H -0.4675 -0.8383 -2.2132 0.1151
H -0.1542 0.8740 -2.0571 0.1101
H 1.0457 -0.3127 -1.7208 0.0957
H -2.4922 -0.5171 1.0378 0.0970
H -1.7837 -1.7800 0.0235 0.0918
H -2.4489 -0.4163 -0.8202 0.1175
H -0.4651 0.9689 0.4353 0.1546
```



Formula: CHBr4O2P
Source: the OMol25 dataset
Level of theory: ωB97M-V with the def2-TZVPD basis set

* HOMO: -9.366 eV
* molecular weight: 395.61 g mol⁻¹
* frontier orbital gap: 8.74 eV
* LUMO: -0.6 eV
* energy: -294608.1966 eV
* relative energy (zero: lowest compared OMol25 entry of this formula, charge and spin): 7.0 kcal/mol
* net charge: 0

Geometry as XYZ:
```
9
Properties=species:S:1:pos:R:3:lowdin_charge:R:1
C -2.1440 0.5660 0.2464 -1.3079
O 1.6894 0.8572 -0.3707 -0.5061
O -1.3459 1.3099 -0.2421 -0.0820
P 2.1772 -0.5969 -0.7677 0.0597
Br 3.9061 -0.7618 0.5983 0.2198
Br -3.0636 -0.7952 -0.9531 0.5443
Br -2.5440 0.2990 1.9891 0.8186
Br 0.6238 -1.9356 0.1731 0.1637
H 0.7009 1.0574 -0.6734 0.0900
```



Formula: C46H63NO4Se2SiTm
Source: the OMol25 dataset
Level of theory: ωB97M-V with the def2-TZVPD basis set

* HOMO (alpha / beta): -4.181 / -4.181 eV
* molecular weight: 1048.95 g mol⁻¹
* frontier orbital gap (alpha / beta): 6.44 / 6.44 eV
* LUMO (alpha / beta): 2.3 / 2.3 eV
* energy: -226513.6200 eV
* multiplicity: 3
* relative energy (zero: lowest compared OMol25 entry of this formula, charge and spin): 38.7 kcal/mol
* net charge: -1

Geometry as XYZ:
```
118
Properties=species:S:1:pos:R:3:lowdin_charge:R:1
Tm -0.3823 1.5916 0.8287 1.1103
C 0.2244 -1.9347 -6.0353 -0.0691
C 1.6154 -1.6953 -5.3431 -0.5302
C 2.1566 -3.1316 -5.2077 -0.0613
C 2.4546 -0.7897 -6.3076 -0.0395
C 1.5448 -1.0005 -4.0013 -0.1981
C 0.3783 -0.3493 -3.6014 -0.0873
C 0.2929 0.1372 -2.3123 -0.3523
Se -1.4821 0.8684 -1.9791 1.0683
C -2.1986 -0.6796 -1.1942 -0.4262
C -2.7493 -1.6336 -2.0530 -0.0763
C -3.1598 -2.8476 -1.5689 -0.2047
C -3.0131 -3.1037 -0.2023 -0.0040
C -2.6366 -2.1705 0.7243 -0.0985
C -2.1124 -0.9676 0.1839 -0.3160
O -1.5888 -0.0430 0.9742 -0.2879
C -2.6205 -2.5249 2.2128 -0.4955
C -2.3512 -1.3658 3.2367 -0.0430
C -1.5245 -3.6134 2.4891 -0.0404
C -3.9764 -3.1939 2.5218 -0.0693
C -3.7445 -3.8944 -2.5054 -0.5391
C -3.6243 -3.4699 -4.0038 -0.0653
C -5.2574 -3.9624 -2.2450 -0.0577
C -2.9781 -5.2185 -2.2956 -0.0494
C 1.4252 0.2776 -1.4457 -0.3095
O 1.2972 0.8252 -0.2420 -0.3068
C 2.6963 -0.1846 -1.9465 -0.0825
C 2.6618 -0.8385 -3.1938 -0.0076
C 4.0453 -0.1189 -1.2157 -0.4923
C 4.4236 -1.5939 -0.7701 -0.0228
C 5.1190 0.4397 -2.2318 -0.0449
C 4.0428 0.7996 0.0152 -0.0609
H 0.4019 -2.4613 -6.9578 0.0641
H -0.2367 -0.9737 -6.3457 0.0844
H -0.4841 -2.4771 -5.4051 0.0732
H 2.0862 -3.6890 -6.1581 0.0794
H 1.7076 -3.7144 -4.4243 0.0785
H 3.2358 -3.0650 -5.0118 0.0746
H 2.5112 -1.2990 -7.2907 0.0788
H 3.4522 -0.5125 -5.9231 0.0808
H 1.8312 0.1119 -6.4705 0.0888
H -0.5038 -0.3426 -4.2416 0.0851
H -2.8193 -1.4225 -3.1304 0.0948
H -3.2714 -4.1448 0.1189 0.1141
H -1.3963 -0.8812 3.0092 0.0558
H -2.3426 -1.8799 4.2550 0.0965
H -3.1557 -0.6222 3.2560 0.0896
H -0.5113 -3.2179 2.4997 0.0774
H -1.5649 -4.3919 1.7336 0.0705
H -1.7178 -4.0705 3.4546 0.0712
H -4.8279 -2.5242 2.2827 0.0968
H -4.0001 -3.4382 3.6039 0.0820
H -4.1305 -4.1204 1.9604 0.0655
H -4.3666 -2.6605 -4.2217 0.0976
H -3.8774 -4.3224 -4.6381 0.0761
H -2.5862 -3.1827 -4.2041 0.0668
H -5.6616 -2.9329 -2.2953 0.0955
H -5.5064 -4.3097 -1.2502 0.0701
H -5.8077 -4.6096 -2.9401 0.0796
H -1.9070 -5.0809 -2.5151 0.0940
H -3.3672 -5.9631 -2.9683 0.0643
H -3.0391 -5.6623 -1.2852 0.0754
H 3.5858 -1.2498 -3.5594 0.0970
H 4.1094 -2.2687 -1.5465 0.0625
H 3.9341 -1.8363 0.1528 0.0605
H 5.4966 -1.7379 -0.5956 0.0774
H 5.2581 -0.2149 -3.0651 0.0513
H 6.0664 0.5900 -1.6829 0.0802
H 4.7623 1.3986 -2.5973 0.0859
H 3.3028 0.4009 0.7373 0.0558
H 3.8372 1.8319 -0.2377 0.0877
H 5.0967 0.7548 0.3914 0.0916
C 2.6883 -0.3519 7.3410 -0.0431
C 2.4701 -0.3956 5.8617 -0.2232
C 3.0701 -1.4035 5.0968 -0.0471
C 2.7911 -1.5412 3.7472 -0.0556
C 2.0380 -0.5457 3.0785 -0.0031
C 1.5730 0.5302 3.8271 -0.2020
N 0.7590 1.5219 3.1249 0.0086
C 1.1378 2.9118 3.1328 -0.2256
C 2.5200 3.1532 3.2495 -0.0095
C 2.9043 4.4766 3.2923 -0.0830
C 2.0002 5.5128 3.1376 -0.0834
C 0.6543 5.2811 2.9414 0.0054
C 0.1953 3.9459 3.0216 -0.0913
C -1.2935 3.6775 2.8956 -0.5641
O -2.1171 4.5220 3.2450 0.0452
O -1.5710 2.5223 2.3156 -0.2116
C 1.7297 0.6010 5.2045 -0.1720
C 1.2144 1.7172 6.0392 -0.0274
H 2.7300 -1.3641 7.7049 0.0747
H 1.8776 0.1963 7.8194 0.0675
H 3.6278 0.1077 7.5631 0.0811
H 3.6352 -2.1507 5.6136 0.1005
H 3.1283 -2.3711 3.1461 0.0976
H 1.8737 -0.5298 2.0008 0.0970
H -0.1789 1.5198 3.4563 0.0951
H 3.2351 2.3300 3.2598 0.1275
H 3.9528 4.6365 3.5098 0.1025
H 2.3923 6.5220 3.1325 0.1001
H -0.0674 6.0382 2.6232 0.1220
H 2.0600 2.3349 6.4039 0.1116
H 0.5389 1.3680 6.8210 0.0886
H 0.6367 2.4291 5.4523 0.0722
C -2.7537 5.9978 0.5147 -0.2344
Si -2.2781 5.2662 -1.1346 0.1227
C -3.6351 4.3300 -2.0605 -0.2457
C -1.4931 6.7393 -2.1600 -0.2657
Se -0.4539 3.9065 -0.9919 0.1895
H -3.4916 6.8336 0.3755 0.0387
H -1.8489 6.4074 0.9301 0.0015
H -3.1478 5.3064 1.2860 0.0261
H -4.4805 4.9786 -2.3328 0.0160
H -3.9857 3.5213 -1.3901 0.0300
H -3.2280 3.9120 -2.9820 0.0143
H -2.2122 7.5874 -2.1902 0.0087
H -1.1552 6.4747 -3.1596 0.0030
H -0.6143 7.1147 -1.5427 0.0290
```